# C6H14BrN2

2 unconnected molecules or ions with the total composition C6H14BrN2 in a non-equilibrium geometry (ωB97M-V/def2-TZVPD, OMol25).

Last column: Löwdin charge in e.
CARTESIAN COORDINATES (ANGSTROEM)
Br 3.6456 -0.1345 0.0372  0.769
N 2.2813 2.0844 -0.1977  0.028
N 1.0562 -1.5843 -0.6153  0.113
C 0.2533 -0.5829 -0.8680  -0.121
C -0.4552 -0.0135 1.6139  0.001
C 2.2376 0.8841 -0.6226  -0.602
C -0.7798 -0.2047 0.1020  -0.553
C -1.5275 1.0668 -0.4136  -0.016
C -1.8325 -1.3839 -0.0025  -0.013
H -1.9751 -1.7078 -1.0659  0.111
H -1.4789 0.2069 2.0918  0.141
H -2.4400 0.9504 0.0725  0.060
H 1.5755 -2.1441 -1.3028  0.148
H 0.1944 0.8557 1.7297  0.083
H 0.3085 -0.2057 -1.8259  0.111
H 3.1258 2.4249 0.2642  0.108
H -1.4945 0.9634 -1.5112  0.107
H 0.0295 -0.8768 1.8285  0.033
H -2.7633 -0.9556 0.3255  0.079
H 1.1847 -2.0684 0.2978  0.148
H 1.5750 2.6734 -0.5398  0.097
H -1.2182 1.9808 -0.0623  0.056
H -1.5023 -2.2284 0.6647  0.111

Properties
Lowest unoccupied orbital energy   -3.79 eV
HOMO   -13.1 eV
Net charge   +1
Molar mass   194.1 g mol⁻¹
Energy relative to the best compared isomer or geometry (same formula, charge and spin)   60.1 kcal/mol
Gap between HOMO and LUMO   9.35 eV
Calculated total energy   -2920.1960 a.u.
Max |F|   4.10 eV/A

***

# C6H14ClIO3PPt

A molecular structure, C6H14ClIO3PPt in a non-equilibrium geometry (ωB97M-V/def2-TZVPD, OMol25).

Last column: Mulliken spin population.
CARTESIAN COORDINATES (ANGSTROEM)
Pt -0.9680 0.4816 -2.0613  0.553
I -2.7199 2.3115 -1.3361  1.247
Cl 0.6202 2.2986 -2.0031  0.374
P 1.0768 -0.5358 -2.1062  0.063
O -2.5138 -1.9062 -1.0319  -0.009
O -2.8674 -0.4567 -3.7667  0.611
O 2.0804 0.7707 1.3539  0.359
C -2.3202 0.6485 -3.8002  0.301
C 2.6471 0.0271 -1.4152  0.059
C -1.8617 -1.0666 -1.5031  0.046
C 1.4408 -0.5581 -3.8978  0.060
C -2.6974 1.9322 -4.4974  0.233
C 1.0785 -2.2705 -1.5340  0.014
H 0.1749 -2.7798 -1.8331  0.000
H 1.4576 0.1043 1.7166  -0.010
H 1.9444 -2.7591 -1.9626  0.009
H 1.4965 1.4531 0.9726  -0.015
H 3.4312 -0.7203 -1.5886  0.001
H 1.1559 -2.2555 -0.4545  0.001
H -3.1188 2.6651 -3.7224  0.004
H 1.7328 0.4757 -4.1975  -0.008
H 2.5488 0.1743 -0.3292  0.078
H 2.2585 -1.2843 -4.0861  0.010
H -1.9289 2.5508 -5.0713  -0.005
H 2.9439 0.9886 -1.8368  0.011
H 0.5058 -0.8478 -4.4366  0.002
H -3.4954 1.6598 -5.2620  0.009

Properties
Lowest unoccupied orbital energy (alpha / beta)   -13.00 / -17.08 eV
HOMO (alpha / beta)   -20.1 / -20.8 eV
Net charge   +3
Molar mass   522.6 g mol⁻¹
Energy relative to the best compared isomer or geometry (same formula, charge and spin)   0.0 kcal/mol
Gap between HOMO and LUMO (alpha / beta)   7.13 / 3.75 eV
Calculated total energy   -1679.8935 a.u.
Expectation value of S²   6.03
Max |F|   7.04 eV/A
Spin multiplicity   5

***

# C6H14CoN3

A molecular structure, C6H14CoN3 in a non-equilibrium geometry (ωB97M-V/def2-TZVPD, OMol25).

Last column: Mulliken spin population.
CARTESIAN COORDINATES (ANGSTROEM)
Co -1.0809 -1.1999 -0.8978  2.010
N 1.6477 -0.7703 0.6987  -0.002
N -1.0054 -2.2286 0.9961  0.104
N -0.2011 0.4742 0.0713  0.196
C 0.8085 2.7370 1.3583  0.415
C 1.5575 1.5731 1.3162  0.134
C -0.9002 1.6227 0.0836  0.320
C -0.4376 2.7561 0.7282  -0.180
C -0.1243 -0.6901 -2.5933  -0.052
C 1.0134 0.4591 0.6536  0.019
H -2.3909 -1.8036 -0.5267  0.094
H 0.9660 -0.7388 -2.5074  0.011
H -1.8221 -1.9758 1.5609  -0.028
H 2.5409 1.4723 1.7836  -0.003
H 2.5713 -0.7662 1.1043  0.009
H -1.0578 -3.2435 0.8554  -0.027
H -1.8704 1.5932 -0.4241  0.081
H -1.0536 3.6435 0.7376  -0.012
H -0.4073 -1.3031 -3.4765  0.003
H -0.4218 0.3593 -2.7766  0.011
H -0.9572 -2.2489 -1.9755  -0.147
H -0.1607 -1.9886 1.5096  -0.018
H 1.5899 -1.3614 -0.1285  0.010
H 1.1960 3.6280 1.8489  0.052

Properties
Lowest unoccupied orbital energy (alpha / beta)   3.79 / 3.71 eV
HOMO (alpha / beta)   -0.1 / -4.1 eV
Net charge   -1
Molar mass   187.1 g mol⁻¹
Energy relative to the best compared isomer or geometry (same formula, charge and spin)   0.3 kcal/mol
Gap between HOMO and LUMO (alpha / beta)   3.88 / 7.79 eV
Calculated total energy   -1783.9097 a.u.
Expectation value of S²   3.85
Max |F|   3.18 eV/A
Spin multiplicity   4

***

# C6H14FeO3

A molecular structure, C6H14FeO3 in a non-equilibrium geometry (ωB97M-V/def2-TZVPD, OMol25).

Last column: Mulliken spin population.
CARTESIAN COORDINATES (ANGSTROEM)
Fe -0.3026 1.3862 1.0120  3.811
O 1.1884 1.8741 2.0872  0.150
O -1.4562 0.4677 -0.3457  0.012
O 0.3562 -0.5063 1.2325  0.017
C 0.7959 0.1949 -2.6671  0.886
C -2.5363 0.9451 -1.1456  0.003
C 1.7969 0.7458 2.6308  -0.001
C 1.7212 -0.4422 1.6728  0.009
C 0.0614 -1.2910 0.0949  0.034
C -1.3639 -0.9640 -0.2835  -0.037
H 1.9979 -1.3914 2.1528  0.002
H 2.3582 -0.2737 0.7895  0.001
H -1.5839 -1.3964 -1.2690  0.001
H 0.0269 -0.4328 -3.1186  0.020
H -2.5156 2.0383 -1.1103  -0.001
H -2.1013 -1.3417 0.4399  0.000
H 0.1898 -2.3628 0.2943  0.009
H 1.8567 -0.0108 -2.8046  0.009
H 2.8672 0.9170 2.8507  0.005
H -3.4839 0.5731 -0.7333  0.001
H 0.7362 -0.9694 -0.8292  0.035
H -2.4040 0.6019 -2.1800  0.003
H 0.4745 1.1893 -2.3575  0.034
H 1.3203 0.4492 3.5871  -0.002

Properties
Lowest unoccupied orbital energy (alpha / beta)   -3.78 / -4.86 eV
HOMO (alpha / beta)   -12.5 / -13.3 eV
Net charge   +1
Molar mass   190.0 g mol⁻¹
Energy relative to the best compared isomer or geometry (same formula, charge and spin)   0.0 kcal/mol
Gap between HOMO and LUMO (alpha / beta)   8.75 / 8.49 eV
Calculated total energy   -1726.0601 a.u.
Expectation value of S²   8.76
Max |F|   2.27 eV/A
Spin multiplicity   6

***

# C6H14IPS

A single C6H14IPS molecule in a non-equilibrium geometry (ωB97M-V/def2-TZVPD, OMol25).

Last column: Mulliken spin population.
CARTESIAN COORDINATES (ANGSTROEM)
I 2.8523 -0.5133 -0.0297  0.608
S -0.0558 -2.2932 1.5574  0.983
P 0.4201 -0.6520 0.4326  0.344
C -1.2781 0.9396 1.7543  0.006
C 0.0745 1.0182 1.0947  0.012
C -0.4064 -2.2488 -1.7533  -0.004
C 0.1216 0.2248 -2.3200  0.003
C -0.3861 -0.8314 -1.2914  0.038
C 1.1055 1.5541 2.0840  0.007
H 1.9068 1.8232 1.4459  0.002
H 0.7240 2.3461 2.6668  0.000
H -0.6456 -2.9039 -0.9311  0.003
H -1.6753 1.9450 2.0658  0.004
H 0.9639 0.7308 -2.0143  -0.001
H 0.1432 1.5609 0.1509  -0.003
H -0.5948 0.9882 -2.6034  0.001
H -1.1750 -2.1359 -2.5290  -0.002
H -0.9502 0.2373 2.4975  -0.011
H -1.4648 -0.4204 -0.8231  0.002
H 1.4875 0.8361 2.7867  -0.002
H 0.3175 -0.1979 -3.2956  0.002
H -2.0532 0.4351 1.2332  0.007
H 0.5685 -2.4425 -2.1789  -0.001

Properties
Lowest unoccupied orbital energy (alpha / beta)   0.66 / -3.16 eV
HOMO (alpha / beta)   -5.1 / -9.1 eV
Molar mass   276.1 g mol⁻¹
Gap between HOMO and LUMO (alpha / beta)   5.75 / 5.91 eV
Calculated total energy   -1274.1192 a.u.
Expectation value of S²   2.01
Max |F|   5.19 eV/A
Spin multiplicity   3

***

# C6H14IrO3

A molecular structure, C6H14IrO3 in a non-equilibrium geometry (ωB97M-V/def2-TZVPD, OMol25).

Last column: Mulliken spin population.
CARTESIAN COORDINATES (ANGSTROEM)
Ir -1.0978 -1.1668 0.6048  4.261
O -0.9362 -0.2935 -2.4090  0.004
O 0.6037 -0.8707 -0.2432  0.326
O -0.5227 0.0170 2.1349  0.068
C 0.2363 -0.6671 -2.6104  0.015
C 1.6949 0.0876 1.2391  0.013
C -1.3623 0.3605 3.2289  0.005
C -1.8499 0.0415 -3.4851  -0.002
C 0.6385 0.8410 2.0144  0.018
C 1.1564 -0.7690 -1.4767  0.009
H -1.6764 1.4112 3.1457  0.008
H -1.3760 -0.1599 -4.4504  -0.001
H -2.2437 -0.2896 3.1816  -0.001
H 2.9095 0.3000 1.9610  0.169
H -2.0844 1.1016 -3.3613  0.000
H 1.8313 -1.6166 -1.7397  0.013
H 2.1365 0.7645 0.4948  0.036
H 1.0029 1.0793 3.0247  0.010
H 1.7794 0.1534 -1.5631  -0.002
H -0.8201 0.1979 4.1714  0.003
H 1.7482 -0.9449 1.6158  0.043
H -2.7361 -0.5766 -3.3266  0.001
H 0.3565 1.7657 1.4869  0.001
H 0.6113 -0.7663 -3.6386  0.001

Properties
Lowest unoccupied orbital energy (alpha / beta)   -8.93 / -10.82 eV
HOMO (alpha / beta)   -15.2 / -17.0 eV
Net charge   +2
Molar mass   326.4 g mol⁻¹
Energy relative to the best compared isomer or geometry (same formula, charge and spin)   52.6 kcal/mol
Gap between HOMO and LUMO (alpha / beta)   6.25 / 6.19 eV
Calculated total energy   -566.0111 a.u.
Expectation value of S²   8.77
Max |F|   6.43 eV/A
Spin multiplicity   6

***

# C6H14N2

2 unconnected molecules or ions with the total composition C6H14N2 in a non-equilibrium geometry (ωB97M-V/def2-TZVPD, OMol25).

Last column: Löwdin charge in e.
CARTESIAN COORDINATES (ANGSTROEM)
N -2.0041 1.4096 0.2589  0.129
N -0.8668 -0.5571 0.7703  -0.109
C 2.8781 -0.0809 -1.2752  -0.148
C 1.7492 0.5492 -0.4847  -0.233
C -1.7441 -0.2445 -1.5166  -0.046
C -1.3205 0.4312 -0.2232  -0.430
C 1.5252 0.1163 0.8241  -0.042
C -1.3832 -0.4199 2.1400  -0.125
H 3.0814 0.4275 -2.2238  0.059
H 2.6285 -1.1107 -1.5408  0.063
H -1.1492 0.5919 2.4607  0.068
H -2.5374 1.9038 -0.4510  0.048
H -2.4618 -0.5612 2.2051  0.070
H -1.0601 -1.0350 -1.8211  0.070
H -1.1021 -1.5050 0.4687  0.113
H 3.8451 -0.0501 -0.7612  0.069
H 1.7794 1.6298 -0.6162  0.078
H -2.7300 -0.7091 -1.4048  0.085
H -1.8906 0.4977 -2.2998  0.073
H 1.7202 0.7759 1.6675  0.072
H -0.9622 -1.2376 2.7277  0.077
H 2.0050 -0.8218 1.0956  0.061

Properties
Lowest unoccupied orbital energy   0.73 eV
HOMO   -7.8 eV
SMILES   [H]/N=C(\C)NC.C=CC
Molar mass   114.2 g mol⁻¹
Energy relative to the best compared isomer or geometry (same formula, charge and spin)   88.5 kcal/mol
Gap between HOMO and LUMO   8.53 eV
Calculated total energy   -346.3862 a.u.
Max |F|   5.40 eV/A

***

# C6H14N2

A single C6H14N2 molecule in a non-equilibrium geometry (ωB97M-V/def2-TZVPD, OMol25).

Last column: Löwdin charge in e.
CARTESIAN COORDINATES (ANGSTROEM)
N 2.2625 -1.3213 0.3132  0.102
N -3.1773 -0.3171 -0.9154  -0.033
C -0.4642 -0.4003 -0.3909  -0.362
C 2.7916 0.9628 1.0707  -0.068
C -0.3619 0.6366 -1.4810  -0.092
C 0.0571 -0.0331 0.9029  -0.120
C -2.2313 -0.6460 0.0987  -0.203
C 1.8898 -0.1747 0.6715  -0.334
H 3.8428 0.6545 1.1114  0.071
H -0.0757 -0.7726 1.6893  0.097
H -0.9836 0.3470 -2.3281  0.062
H 3.2792 -1.4720 0.3409  0.054
H -2.5065 -0.1162 1.0109  0.091
H -3.9996 0.1412 -0.5454  0.070
H -0.6817 1.6147 -1.1234  0.081
H 2.5009 1.3559 2.0456  0.073
H -2.2062 -1.7209 0.3120  0.082
H 0.6625 0.6915 -1.8476  0.072
H -3.0128 -0.8095 -1.7842  0.076
H 2.6992 1.7755 0.3481  0.074
H -0.1157 -1.3791 -0.7175  0.109
H -0.1690 0.9830 1.2183  0.097

Properties
Lowest unoccupied orbital energy   1.06 eV
HOMO   -7.8 eV
SMILES   [H]/N=C(\C)C[C@H](C)CN
Molar mass   114.2 g mol⁻¹
Energy relative to the best compared isomer or geometry (same formula, charge and spin)   59.2 kcal/mol
Gap between HOMO and LUMO   8.88 eV
Calculated total energy   -346.4329 a.u.
Max |F|   5.50 eV/A

***

# C6H14N2

3 unconnected molecules or ions with the total composition C6H14N2 in a non-equilibrium geometry (ωB97M-V/def2-TZVPD, OMol25).

Last column: Löwdin charge in e.
CARTESIAN COORDINATES (ANGSTROEM)
N 3.3402 0.0887 0.5181  -0.055
N 2.5070 -0.7600 0.7166  0.015
C 0.3540 -1.0130 -0.3828  -0.069
C -0.0025 0.6632 1.4611  -0.065
C -1.5603 -0.4623 -1.0957  -0.119
C -2.6127 -0.8737 -0.1086  -0.168
C 0.5508 0.2692 0.1216  -0.483
C 0.9796 1.3950 -0.7623  -0.079
H 0.0888 -1.8043 0.3062  0.086
H 4.2874 -0.1652 0.9227  0.059
H 0.7726 1.2101 2.0048  0.081
H 1.1459 1.0798 -1.7913  0.085
H -0.2952 -0.2012 2.0538  0.082
H -1.4909 -1.0894 -1.9807  0.060
H -0.8512 1.3408 1.3590  0.081
H 0.2839 2.2335 -0.7312  0.083
H -2.4447 -1.8878 0.2602  0.068
H -2.6604 -0.1946 0.7451  0.056
H -3.6142 -0.8678 -0.5585  0.068
H -1.5906 0.5820 -1.3927  0.067
H 0.8691 -1.2935 -1.2928  0.088
H 1.9436 1.7504 -0.3726  0.060

Properties
Lowest unoccupied orbital energy (alpha / beta)   0.99 / 0.98 eV
HOMO (alpha / beta)   -6.0 / -7.1 eV
Molar mass   114.2 g mol⁻¹
Energy relative to the best compared isomer or geometry (same formula, charge and spin)   122.8 kcal/mol
Gap between HOMO and LUMO (alpha / beta)   7.01 / 8.05 eV
Calculated total energy   -346.3314 a.u.
Max |F|   4.39 eV/A

***

# C6H14N2

A single C6H14N2 molecule in a non-equilibrium geometry (ωB97M-V/def2-TZVPD, OMol25).

Last column: Löwdin charge in e.
CARTESIAN COORDINATES (ANGSTROEM)
N 1.8562 1.6189 -0.7796  0.066
N 0.4592 -2.1396 0.5135  0.037
C -0.5629 1.4758 0.0441  -0.060
C -1.3628 -1.2289 1.8576  -0.062
C -0.5518 -1.0879 0.5725  -0.453
C 0.5645 0.9103 -0.7857  -0.508
C 0.1561 0.2375 0.5198  -0.222
C 0.2056 0.2866 -2.1127  -0.033
H -0.7412 -1.0872 2.7491  0.078
H 1.0367 -1.9946 -0.3151  0.068
H -0.8270 -0.0748 -2.1435  0.079
H 0.8705 -0.5553 -2.3311  0.080
H 0.8137 0.3661 1.3754  0.141
H 1.0924 -2.0504 1.3066  0.074
H 0.3108 1.0219 -2.9183  0.081
H -1.8314 -2.2171 1.9218  0.078
H -1.5792 1.3736 -0.3208  0.104
H -1.2344 -1.2140 -0.2735  0.133
H 2.0251 2.0795 0.1135  0.070
H -0.3987 2.3959 0.5936  0.099
H -2.1601 -0.4781 1.8914  0.078
H 1.8587 2.3619 -1.4787  0.072

Properties
Lowest unoccupied orbital energy   1.04 eV
HOMO   -8.7 eV
SMILES   C[C@H](N)[C@@H]1C[C@@]1(C)N
Molar mass   114.2 g mol⁻¹
Energy relative to the best compared isomer or geometry (same formula, charge and spin)   19.7 kcal/mol
Gap between HOMO and LUMO   9.78 eV
Calculated total energy   -346.4958 a.u.
Max |F|   1.05 eV/A